Record 1
This record from OMol25 describes a cluster of 14 separate species, H28O14 in total. The level of theory is ωB97M-V with the def2-TZVPD basis set.

Atoms and positions in Å:
1 H -1.46 -0.77 -0.28
2 H -0.29 0.26 0.13
3 H 0.46 1.14 -1.69
4 H -0.02 -0.15 -2.15
5 H -0.75 3.53 0.95
6 H -2.18 3.93 0.66
7 H 2.41 3.67 -0.53
8 H 3.39 2.90 -1.36
9 H 0.48 -4.09 -1.12
10 H -0.01 -2.81 -1.66
11 H 0.02 -3.22 2.06
12 H 0.28 -2.12 3.05
13 H -3.61 -3.26 0.54
14 H -3.89 -3.49 -0.96
15 H 2.25 -1.47 0.41
16 H 3.80 -1.58 0.31
17 H 3.27 -0.42 3.05
18 H 2.54 0.37 1.83
19 H 5.15 -0.12 -1.48
20 H 3.60 0.30 -1.82
21 H 1.20 1.72 0.18
22 H 1.64 0.26 0.04
23 H -1.88 1.99 1.66
24 H -2.61 1.39 2.65
25 H -4.84 -1.77 -0.88
26 H -3.76 -0.94 -0.48
27 H -4.16 2.49 -1.09
28 H -2.79 2.13 -1.37
29 O -1.20 0.14 -0.30
30 O 0.55 0.23 -1.49
31 O -1.42 3.62 0.19
32 O 3.31 3.19 -0.50
33 O 0.89 -3.28 -1.47
34 O 0.70 -2.47 2.25
35 O -3.41 -2.89 -0.42
36 O 2.95 -1.95 -0.04
37 O 3.38 -0.04 2.10
38 O 4.27 -0.34 -1.99
39 O 1.79 1.01 0.50
40 O -2.13 1.12 1.93
41 O -4.71 -0.99 -0.44
42 O -3.24 2.79 -0.98

Output
Spin multiplicity: 1
Gap between HOMO and LUMO (eV): 9.213
ΔE to the lowest compared entry with this formula, charge and spin (kcal per mole): 171.09

Record 2
This record from OMol25 describes a structure of composition C14H26CdO8. The level of theory is ωB97M-V with the def2-TZVPD basis set.

Atoms and positions in Å:
1 Cd -1.43 17.05 -10.65
2 C -2.97 20.68 -12.28
3 C -2.33 19.43 -11.81
4 C -0.79 19.29 -12.19
5 O -0.21 18.37 -11.54
6 C -0.12 20.27 -13.03
7 C -0.82 21.38 -13.36
8 C -2.27 21.64 -12.96
9 O -2.98 22.69 -13.28
10 O -0.10 22.15 -14.10
11 O -2.80 18.45 -11.20
12 H -3.95 20.84 -11.86
13 H 0.86 20.05 -13.41
14 C 2.29 15.25 -10.87
15 C 1.60 16.06 -9.84
16 O 0.21 16.02 -9.97
17 H 3.35 15.48 -10.92
18 H 1.71 15.30 -11.79
19 H 2.09 14.18 -10.73
20 H 1.79 17.08 -10.15
21 H 2.01 15.84 -8.86
22 H -0.06 15.22 -9.51
23 C -4.01 15.81 -12.76
24 C -2.72 14.96 -12.59
25 O -1.58 15.79 -12.24
26 H -4.13 16.33 -11.81
27 H -4.91 15.22 -12.95
28 H -3.99 16.51 -13.60
29 H -2.57 14.44 -13.54
30 H -2.93 14.16 -11.88
31 H -0.91 15.48 -12.86
32 C -4.03 16.38 -7.61
33 C -3.93 15.46 -8.83
34 O -2.73 15.73 -9.50
35 H -4.95 16.33 -7.04
36 H -4.01 17.44 -7.86
37 H -3.17 16.24 -6.95
38 H -4.65 15.93 -9.50
39 H -4.16 14.43 -8.57
40 H -2.18 15.06 -9.11
41 C 0.45 19.37 -7.41
42 C -0.38 18.13 -7.65
43 O -1.27 18.15 -8.76
44 H -0.14 20.20 -7.03
45 H 0.93 19.57 -8.37
46 H 1.16 19.25 -6.59
47 H -1.15 18.14 -6.88
48 H 0.16 17.18 -7.63
49 H -1.91 18.85 -8.62

Output
Spin multiplicity: 1
Gap between HOMO and LUMO (eV): 5.037

Listing E for the structures above in their given order: -29114.233 -35877.695 eV.
Listing maximum force for the structures above in their given order: 0.1068 0.1328 Eh/bohr.